Record 1
Density functional theory data (ωB97M-V with the def2-TZVPD basis set) for a molecular structure, C19H27N3O2 at a distorted geometry.

```
51
Properties=species:S:1:pos:R:3
O 1.2953 0.1076 2.6132
O 3.9967 2.4469 -0.0776
N -1.9431 0.2963 -0.3663
N 1.2521 -0.0067 0.1950
N -8.7217 1.6065 0.9900
C 2.6534 0.5858 0.2818
C -0.6229 0.7277 -1.1517
C -0.7888 -0.6166 1.6596
C -1.7877 0.3926 0.8244
C 3.4915 -0.3012 -0.4524
C 0.5569 -0.1496 -1.1373
C 2.7513 1.7987 -0.3335
C -5.3734 0.9438 -0.2678
C 5.8455 -1.2111 -1.0154
C 5.3156 -0.9252 1.4249
C -5.4583 -2.0698 -0.2226
C -6.5673 0.1269 0.0526
C -3.0943 0.7997 -0.9545
C -7.6974 0.9281 0.5917
C 5.0506 -0.5517 -0.2160
C -4.3301 -1.3322 -0.5970
C -4.2270 0.0864 -0.5397
C -6.5317 -1.2015 0.2101
C 0.6063 -0.0903 1.6688
H 3.9939 2.7743 0.7353
H 3.2298 -1.6953 -0.3575
H 2.6184 1.9072 -1.5137
H -0.8749 0.6099 -2.1083
H 3.3748 -0.2565 -1.6533
H 6.4612 -0.6866 1.6039
H -3.1710 1.8634 -0.7706
H -3.1010 0.8403 -1.9191
H -2.7840 0.0614 1.3523
H -1.5743 1.4995 1.0955
H 5.5691 -2.1503 -1.1994
H 5.7039 -0.8298 -1.8974
H -7.4594 -1.7378 0.7682
H -1.0418 -0.6184 2.7503
H -3.3723 -1.6044 -0.8654
H 4.7875 -0.4464 2.0750
H 3.1031 0.5241 1.2789
H 6.9258 -1.0364 -0.9026
H -5.4214 -3.0153 -0.3665
H -5.2990 1.8369 -0.0549
H 0.1912 -1.5314 -0.8554
H 5.1068 -2.0247 1.3401
H 1.3610 -0.2358 -1.7212
H 5.3405 0.6372 -0.0989
H -0.7224 -1.4350 1.0406
H -0.2960 1.8138 -0.9951
H 1.6794 2.5452 0.0590
```

Output
Electronic energy: -1054.34136 a.u.
Energy relative to the best compared isomer or geometry (same formula, charge and spin): 429.33 kcal/mol

***

Record 2
Density functional theory data (ωB97M-V with the def2-TZVPD basis set) for a molecular structure, C19H27N3O2PtS5 at a distorted geometry.

```
57
Properties=species:S:1:pos:R:3
Pt 1.5107 0.4939 -0.3242
S 2.5229 -1.5506 1.2883
S 1.4894 1.6341 2.0176
S 1.5555 2.5440 -1.8496
S 4.0972 1.1890 -0.1264
S -0.7289 4.5159 -1.8604
O -4.3179 -3.8075 -1.3284
O 2.3141 -0.7581 -1.8920
N -0.7362 2.2229 -0.5914
N -2.2018 -2.0056 -1.1893
N -0.4396 -0.5939 -0.2574
C -3.0407 2.1763 0.2823
C -4.5573 -2.5027 -0.8820
C -1.9459 -3.4065 -1.5013
C -4.4334 4.0557 -0.3750
C 3.1024 2.4884 2.1437
C -1.9641 2.7495 -0.4092
C -3.3873 4.6706 -1.0247
C -3.0670 -4.2761 -0.9103
C 4.7936 -0.4921 -0.1928
C -4.2536 2.8196 0.2751
C 4.2966 -1.5429 0.7918
C -2.1604 4.0200 -1.0474
C 1.8258 -1.9765 -2.2443
C 2.5962 -0.8409 2.9916
C 0.0137 2.9885 -1.3408
C -3.5403 -1.5294 -1.5001
C 4.3236 1.7538 1.6181
C -1.2737 -1.2467 -0.7301
C 1.6227 0.2985 3.2574
H -2.9783 -5.2930 -1.2918
H 1.8785 0.7764 4.2062
H 4.5525 -0.7879 -1.2148
H -3.5084 5.6205 -1.5214
H 4.8734 -1.5287 1.7133
H 2.3307 -1.6659 3.6570
H -5.0995 2.3764 0.7767
H -5.4034 4.5273 -0.3674
H -1.9506 -3.5318 -2.5902
H 3.6233 -0.5559 3.2106
H -2.9994 -4.2925 0.1896
H 2.5181 -2.4540 -2.9550
H 2.9527 3.4166 1.5894
H 0.8284 -1.9094 -2.7097
H -4.4926 -2.4552 0.2169
H -3.6790 -0.5203 -1.1111
H 4.5973 0.9130 2.2462
H -2.9028 1.2419 0.8008
H -5.5625 -2.2431 -1.2137
H 4.4452 -2.5197 0.3238
H 5.8799 -0.4112 -0.1045
H 5.1621 2.4508 1.5942
H 0.6046 -0.0837 3.3179
H -3.6751 -1.5254 -2.5876
H 3.2371 2.7210 3.2008
H -0.9808 -3.7086 -1.0937
H 1.7334 -2.6489 -1.3722
```

Output
Electronic energy: -3164.53583 a.u.
Total charge: +2
Energy relative to the best compared isomer or geometry (same formula, charge and spin): 20.54 kcal/mol

***

Record 3
Density functional theory data (ωB97M-V with the def2-TZVPD basis set) for C19H27N3O3 in the gas phase.

```
52
Properties=species:S:1:pos:R:3
O 0.0575 1.1866 -1.4903
O -0.7761 -0.9031 2.4903
O 0.9972 -3.1611 -1.1001
N -0.7073 0.3242 0.5385
N 1.3739 -0.1028 -0.1308
N -0.6362 -3.2389 0.4607
C -0.2000 -0.4709 1.5188
C 1.4908 -2.2920 1.0864
C -4.7389 1.5423 -2.0179
C -4.0053 1.4492 -0.7154
C -2.6594 -2.6334 -0.7976
C 2.5202 -0.2180 -1.0048
C -2.7107 0.9483 -0.6858
C -2.6283 1.2396 1.7044
C 3.8285 0.2685 -0.3794
C 0.6027 -2.9404 0.0262
C -3.9216 1.7271 1.6745
C 2.9885 2.4894 0.5360
C 4.0087 1.7912 -0.3600
C -4.6063 1.8316 0.4765
C 5.4259 2.1282 0.1028
C -1.6719 -3.7330 -0.4210
C -2.0264 0.8436 0.5163
C 0.2430 0.5336 -0.4961
C 1.2434 -0.7758 1.1318
H -4.0624 1.8317 -2.8184
H 1.2728 -2.7010 2.0734
H 5.5881 3.2031 0.0825
H 1.9126 -0.3326 1.8836
H -2.1523 -1.8521 -1.3578
H -2.0944 1.1598 2.6369
H 3.0129 2.0760 1.5431
H 1.9837 2.3908 0.1369
H -0.9253 -2.9435 1.3817
H 4.6432 -0.1622 -0.9651
H -5.1665 0.5725 -2.2739
H 3.2172 3.5508 0.6019
H 3.8795 2.1631 -1.3820
H 2.2819 0.3725 -1.8922
H 3.9198 -0.1200 0.6374
H -2.1913 -4.5557 0.0788
H -5.6151 2.2181 0.4664
H 2.6180 -1.2668 -1.3053
H 6.1653 1.6593 -0.5424
H -5.5486 2.2651 -1.9578
H -3.1010 -2.1908 0.0936
H -4.3952 2.0337 2.5950
H -3.4545 -3.0424 -1.4146
H -2.2293 0.6595 -1.6058
H -1.1703 -4.1136 -1.3133
H 2.5329 -2.4872 0.8328
H 5.5870 1.7778 1.1205
```

Output
Electronic energy: -1130.28933 a.u.
Energy relative to the best compared isomer or geometry (same formula, charge and spin): 0.00 kcal/mol

***

Q: What is the formula in the first record?
A: C19H27N3O2

***

Q: Which of these has the lowest energy relative to the best compared isomer or geometry (same formula, charge and spin)?
A: C19H27N3O3

***

Q: energy relative to the best compared isomer or geometry (same formula, charge and spin) of number 2 (C19H27N3O2PtS5)?
A: 20.54 kcal/mol